C31H21Br2Cl5N11OPYb as an isolated structure at a distorted geometry, computed with ωB97M-V/def2-TZVPD.

The geometry in ORCA input format:
```
! RIJCOSX wB97M-V def2-TZVPD def2/J DEFGRID3
* xyz 1 2
Yb 0.296 0.669 0.050
C -2.258 -3.782 -2.888
N -1.069 -3.035 -2.448
C 0.262 -3.391 -2.503
C 0.912 -2.321 -2.006
N 0.020 -1.415 -1.397
C -1.177 -1.827 -1.761
P -2.817 -0.988 -1.584
C -2.556 0.723 -2.320
N -1.429 1.372 -2.212
C -1.380 2.281 -3.271
C -2.520 2.263 -3.971
N -3.320 1.244 -3.378
C -4.617 0.682 -3.886
C -2.771 -0.663 0.163
N -1.875 0.204 0.715
C -2.275 0.478 2.026
C -3.343 -0.254 2.284
N -3.701 -1.014 1.170
C -4.789 -2.037 1.180
H -2.929 -3.192 -3.567
H -1.966 -4.642 -3.545
H -2.862 -4.046 -2.015
H 0.599 -4.383 -2.844
H 2.001 -2.155 -1.929
H -0.580 3.014 -3.447
H -2.820 2.769 -4.858
H -5.093 0.058 -3.104
H -5.284 1.509 -4.125
H -4.539 0.055 -4.741
H -1.807 1.232 2.638
H -3.974 -0.263 3.184
H -4.723 -2.572 2.106
H -5.786 -1.525 1.161
H -4.631 -2.719 0.342
Cl 3.279 -0.948 0.237
C 2.918 -2.459 1.002
C 2.037 -2.484 2.102
C 1.950 -3.608 2.944
Cl 1.310 -3.420 4.574
C 2.548 -4.849 2.509
Cl 2.562 -6.209 3.607
C 3.219 -4.831 1.289
Cl 4.263 -6.191 0.831
C 3.314 -3.697 0.524
Cl 4.072 -3.866 -1.036
Br 2.780 1.646 6.593
C 2.417 1.154 4.787
C 2.386 -0.150 4.218
C 1.723 -0.305 3.056
N 1.158 0.683 2.386
C 1.418 1.942 2.868
C 2.089 2.260 4.043
C 1.134 3.102 2.040
C 1.616 4.429 2.290
C 1.460 5.406 1.302
Br 2.367 7.010 1.520
C 0.678 5.181 0.188
C 0.077 3.925 0.027
N 0.361 2.896 0.880
H 2.752 -1.033 4.753
H 1.589 -1.471 2.475
H 2.287 3.268 4.348
H 2.305 4.578 3.095
H 0.697 5.844 -0.659
H -0.595 3.554 -0.739
O 1.653 1.023 -1.828
N 2.609 1.724 -1.406
C 3.365 2.281 -2.402
C 2.854 2.436 -3.704
N 2.208 2.595 -4.636
C 4.509 2.906 -1.925
N 5.432 3.350 -1.374
*
```

Calculated values
E_LUMO (alpha / beta) = -3.57 / -3.96 eV
ΔE to the lowest compared entry with this formula, charge and spin = 55.8 kcal/mol
HOMO level (alpha / beta) = -9.192 / -9.179 eV

For each atom in turn, the Mulliken charge in e is: atom 1 (Yb): 1.1993, atom 2 (C): -0.8603, atom 3 (N): 0.2344, atom 4 (C): -0.8837, atom 5 (C): -0.7096, atom 6 (N): 0.4720, atom 7 (C): -0.0236, atom 8 (P): -0.3884, atom 9 (C): -0.1098, atom 10 (N): 0.4795, atom 11 (C): -0.6939, atom 12 (C): -0.6825, atom 13 (N): 0.1141, atom 14 (C): -0.9318, atom 15 (C): 0.0054, atom 16 (N): 0.1348, atom 17 (C): -0.5532, atom 18 (C): -0.6718, atom 19 (N): 0.1935, atom 20 (C): -0.8671, atom 21 (H): 0.2921, atom 22 (H): 0.3265, atom 23 (H): 0.3293, atom 24 (H): 0.4281, atom 25 (H): 0.6977, atom 26 (H): 0.3942, atom 27 (H): 0.5019, atom 28 (H): 0.3345, atom 29 (H): 0.3604, atom 30 (H): 0.3291, atom 31 (H): 0.5414, atom 32 (H): 0.4651, atom 33 (H): 0.3997, atom 34 (H): 0.2958, atom 35 (H): 0.2892, atom 36 (Cl): 0.1304, atom 37 (C): 0.0143, atom 38 (C): -0.6418, atom 39 (C): -0.0832, atom 40 (Cl): -0.1362, atom 41 (C): 0.2446, atom 42 (Cl): -0.1441, atom 43 (C): 0.1388, atom 44 (Cl): -0.1629, atom 45 (C): 0.3485, atom 46 (Cl): -0.1391, atom 47 (Br): -0.1473, atom 48 (C): -0.6707, atom 49 (C): -0.2297, atom 50 (C): 0.0803, atom 51 (N): 0.4380, atom 52 (C): 0.8753, atom 53 (C): -1.3256, atom 54 (C): 0.6896, atom 55 (C): -0.8029, atom 56 (C): -0.0617, atom 57 (Br): -0.1146, atom 58 (C): -0.6572, atom 59 (C): -0.1579, atom 60 (N): -0.0063, atom 61 (H): 0.5337, atom 62 (H): 0.5733, atom 63 (H): 0.5019, atom 64 (H): 0.4072, atom 65 (H): 0.4373, atom 66 (H): 0.4080, atom 67 (O): -0.2565, atom 68 (N): -0.1521, atom 69 (C): 0.3434, atom 70 (C): 0.2146, atom 71 (N): -0.5134, atom 72 (C): 0.1159, atom 73 (N): -0.5342

***

C30H47BrCl2FeN3O6Si as an isolated structure at a distorted geometry, computed with ωB97M-V/def2-TZVPD.

The geometry in ORCA input format:
```
! RIJCOSX wB97M-V def2-TZVPD def2/J DEFGRID3
* xyz -1 5
C -2.308 -0.541 -6.116
C -1.601 -1.467 -5.190
H -1.722 0.345 -6.390
H -3.203 -0.206 -5.586
H -2.574 -1.092 -7.019
C -1.247 -2.728 -5.465
C -1.446 -3.369 -6.824
H -0.703 -3.353 -4.757
H -0.843 -2.888 -7.598
H -2.493 -3.344 -7.159
H -1.175 -4.412 -6.755
Fe -0.202 1.396 1.037
Cl -2.364 0.779 0.772
C 0.179 -1.035 2.143
O 0.859 0.043 2.116
N 0.674 -2.179 2.585
C 2.115 -2.334 2.751
C -0.180 -3.338 2.825
H -0.879 -1.079 1.845
H 2.575 -1.372 3.023
H 2.573 -2.707 1.814
H 2.282 -3.085 3.529
H -1.164 -2.980 3.163
H 0.305 -3.971 3.572
H -0.293 -3.910 1.886
H 0.937 2.720 5.461
H -0.409 4.624 5.669
C 0.621 2.440 4.443
C -1.035 4.229 4.865
N -0.150 3.567 3.915
H -0.055 1.559 4.518
C -0.173 3.846 2.613
O 0.346 3.138 1.706
H -1.734 3.497 5.277
H -0.591 4.816 2.325
H 1.494 2.206 3.818
H -1.581 5.018 4.355
H 2.449 0.871 -4.139
H 2.809 -1.897 -3.845
C 3.380 0.799 -3.553
C 3.556 -1.602 -3.101
N 3.285 -0.281 -2.589
H 3.584 1.752 -3.056
C 3.103 -0.122 -1.240
O 3.179 0.941 -0.616
H 3.541 -2.312 -2.273
H 2.864 -1.097 -0.743
H 4.202 0.546 -4.253
H 4.548 -1.626 -3.576
O -0.596 0.268 -3.836
C -1.403 -0.832 -3.788
C 0.104 -2.572 -2.587
C -1.106 -1.880 -2.712
H 0.938 -2.299 -3.246
C 0.264 -3.554 -1.596
H -2.407 -0.438 -3.527
C -2.163 -2.215 -1.864
H 1.239 -4.048 -1.489
C -0.812 -3.873 -0.758
C -2.043 -3.226 -0.905
H -3.076 -1.616 -1.993
H -0.696 -4.680 -0.040
H -2.906 -3.467 -0.275
Si -0.182 2.435 -2.639
Cl 0.128 0.568 -0.973
C 1.299 3.459 -1.929
C -1.639 3.352 -1.835
C -0.125 2.671 -4.491
H 1.132 3.512 -0.832
H 1.272 4.501 -2.303
H 2.318 3.089 -2.091
H 0.746 2.124 -4.877
H -0.055 3.693 -4.872
H -1.043 2.224 -4.897
H -2.322 2.629 -1.369
H -2.181 3.898 -2.623
H -1.409 4.098 -1.062
Br -3.834 3.053 2.814
C -4.788 1.542 3.412
C -6.182 1.540 3.275
C -6.926 0.431 3.702
C -6.273 -0.699 4.213
C -4.880 -0.730 4.246
C -4.124 0.393 3.879
C -2.586 0.319 3.871
O -1.994 1.374 4.197
O -2.077 -0.788 3.537
H -6.659 2.420 2.844
H -8.002 0.450 3.625
H -6.851 -1.572 4.533
H -4.343 -1.626 4.551
*
```

Calculated values
E_LUMO (alpha / beta) = 2.52 / 2.51 eV
ΔE to the lowest compared entry with this formula, charge and spin = 19.1 kcal/mol
HOMO level (alpha / beta) = -4.900 / -4.880 eV

For each atom in turn, the Mulliken charge in e is: atom 1 (C): -1.3959, atom 2 (C): 0.4129, atom 3 (H): 0.1115, atom 4 (H): 0.2933, atom 5 (H): 0.4738, atom 6 (C): 0.4797, atom 7 (C): -1.6534, atom 8 (H): 0.2883, atom 9 (H): 0.3182, atom 10 (H): 0.3702, atom 11 (H): 0.3900, atom 12 (Fe): 1.4757, atom 13 (Cl): -0.5914, atom 14 (C): 0.2879, atom 15 (O): -1.1967, atom 16 (N): 0.3877, atom 17 (C): -0.8850, atom 18 (C): -0.4730, atom 19 (H): 0.6552, atom 20 (H): 0.2451, atom 21 (H): 0.2263, atom 22 (H): 0.3485, atom 23 (H): 0.2028, atom 24 (H): 0.3287, atom 25 (H): 0.0341, atom 26 (H): 0.4087, atom 27 (H): 0.3439, atom 28 (C): -0.9607, atom 29 (C): -0.9700, atom 30 (N): 0.3122, atom 31 (H): 0.2559, atom 32 (C): 0.0383, atom 33 (O): -1.0248, atom 34 (H): 0.2711, atom 35 (H): 0.3825, atom 36 (H): 0.2826, atom 37 (H): 0.3530, atom 38 (H): 0.0504, atom 39 (H): 0.3762, atom 40 (C): -0.9014, atom 41 (C): -1.0734, atom 42 (N): 0.3684, atom 43 (H): 0.2897, atom 44 (C): 0.3255, atom 45 (O): -0.5940, atom 46 (H): 0.2705, atom 47 (H): 0.0137, atom 48 (H): 0.3663, atom 49 (H): 0.3638, atom 50 (O): -0.4469, atom 51 (C): -0.5024, atom 52 (C): 0.7022, atom 53 (C): 0.0129, atom 54 (H): 0.3535, atom 55 (C): -1.0758, atom 56 (H): 0.0792, atom 57 (C): -0.3826, atom 58 (H): 0.3633, atom 59 (C): -0.5226, atom 60 (C): -1.0604, atom 61 (H): 0.2927, atom 62 (H): 0.8306, atom 63 (H): 0.3258, atom 64 (Si): 1.4826, atom 65 (Cl): -0.2957, atom 66 (C): -0.6547, atom 67 (C): -1.2483, atom 68 (C): -1.0710, atom 69 (H): -0.0969, atom 70 (H): 0.4012, atom 71 (H): 0.0142, atom 72 (H): 0.2439, atom 73 (H): 0.4211, atom 74 (H): 0.1830, atom 75 (H): 0.2660, atom 76 (H): 0.4255, atom 77 (H): 0.2555, atom 78 (Br): -0.0616, atom 79 (C): 0.1508, atom 80 (C): -0.6968, atom 81 (C): -0.4779, atom 82 (C): -0.5483, atom 83 (C): -0.3967, atom 84 (C): 0.6498, atom 85 (C): 0.1299, atom 86 (O): -0.5032, atom 87 (O): -0.6575, atom 88 (H): 0.3596, atom 89 (H): 0.3583, atom 90 (H): 0.3447, atom 91 (H): 0.3699